Record 1
20
Properties=species:S:1:pos:R:3:lowdin_spin:R:1 method="wB97M-V/def2-TZVPD" max_force_ha_per_bohr=0.2769 total_charge=+1 multiplicity=3 lumo_ev="-3.664 / -6.581" energy_ev=-8928.3813 gap_ev="5.57 / 8.05" e_above_lowest_ev=4.601
C -2.65 -0.87 0.02 0.85
C -1.39 -0.86 0.31 0.74
C 1.82 -1.18 -0.22 0.01
C 2.17 0.26 -0.55 0.01
C 0.53 0.59 1.50 0.11
C -0.38 0.22 0.24 0.11
C 1.01 -0.08 0.26 0.03
N -0.87 1.39 -0.68 0.00
H -3.04 -1.91 0.03 0.04
H -3.42 -0.20 -0.49 0.04
H -0.88 -1.74 0.72 0.03
H 1.44 -1.81 -0.98 0.00
H 2.31 -1.63 0.49 0.00
H 2.97 0.60 -0.05 0.00
H 2.13 0.67 -1.60 0.00
H 0.72 1.65 1.50 0.01
H 0.39 0.10 2.45 0.00
H -1.85 1.81 -0.42 0.00
H -1.04 0.99 -1.63 0.00
H 0.03 2.01 -0.88 0.00

***

Record 2
20
Properties=species:S:1:pos:R:3:lowdin_spin:R:1 method="wB97M-V/def2-TZVPD" max_force_ha_per_bohr=0.2763 total_charge=+1 multiplicity=3 lumo_ev="-2.914 / -6.540" energy_ev=-8929.3185 gap_ev="6.61 / 8.44" e_above_lowest_ev=3.664
C 1.42 -0.04 0.12 0.71
C -0.05 -1.01 -0.26 0.04
C 2.66 -0.48 0.28 0.79
C -0.27 -2.28 -0.40 0.16
C 0.88 1.33 0.12 0.12
C -0.46 1.39 -0.73 0.01
C -1.97 0.12 0.91 0.00
N -1.15 0.00 -0.38 0.00
H 3.47 0.26 0.44 0.04
H 2.85 -1.52 0.23 0.04
H -1.28 -2.65 -0.62 0.01
H 0.49 -2.91 -0.31 0.01
H 0.92 1.88 0.93 0.02
H 1.63 1.90 -0.49 0.03
H -0.98 2.34 -0.55 0.00
H -0.24 1.28 -1.83 0.00
H -1.32 -0.56 1.42 0.00
H -1.79 1.13 1.40 0.00
H -3.06 0.01 0.91 0.00
H -1.75 -0.20 -1.19 0.00

***

Record 3
21
Properties=species:S:1:pos:R:3:lowdin_charge:R:1 method="wB97M-V/def2-TZVPD" max_force_ha_per_bohr=0.1266 lumo_ev=0.005 energy_ev=-10420.9212 gap_ev=8.79 e_above_lowest_ev=12.556
C -1.34 0.45 -0.33 -0.40
C -0.85 -1.07 -0.48 -0.16
C 0.45 -1.27 0.49 -0.33
C 0.04 0.84 0.16 -0.38
C 1.33 1.77 0.05 -0.01
C 2.31 0.27 0.10 -0.06
C 1.80 -0.94 0.06 -0.16
H -2.90 -0.73 0.05 0.16
H -3.50 1.43 -0.45 0.20
H -1.86 0.84 -1.35 0.13
H -0.49 -1.61 -1.49 0.15
H -1.65 -1.86 -0.02 0.12
H 0.26 -2.28 0.96 0.15
H -0.64 0.21 1.81 0.10
H 0.37 0.28 -0.71 0.08
H 1.99 2.03 -0.92 0.11
H 1.52 2.72 0.78 0.12
H 3.34 0.45 -0.32 0.10
H 2.31 -2.01 -0.28 0.17
N -2.67 0.53 0.59 -0.07
N 0.18 -0.07 1.30 0.00

***

Record 4
21
Properties=species:S:1:pos:R:3:lowdin_charge:R:1 method="wB97M-V/def2-TZVPD" max_force_ha_per_bohr=0.1013 lumo_ev=1.005 energy_ev=-10429.7349 gap_ev=9.49 e_above_lowest_ev=3.742
C 1.42 -1.20 -1.89 -0.10
C 1.49 -0.43 -0.54 -0.24
C -0.99 -0.36 -0.20 -0.25
C -1.45 -0.75 1.24 -0.04
C -0.06 -0.19 1.52 -0.19
C -0.17 1.29 1.11 -0.24
C -0.91 1.14 -0.19 -0.20
H 2.33 -1.01 -2.48 0.07
H 0.57 -0.90 -2.49 0.06
H 1.32 -2.26 -1.70 0.07
H 2.36 -0.45 0.05 0.10
H 1.28 0.70 -1.04 0.15
H -1.31 -0.87 -1.15 0.15
H -2.37 -0.27 1.54 0.10
H -1.45 -1.81 1.59 0.12
H 0.53 -0.33 2.34 0.11
H 0.62 2.05 1.24 0.15
H -1.35 2.85 0.96 0.08
H -0.72 1.80 -1.12 0.16
N 0.34 -0.87 0.22 -0.09
N -1.48 1.87 0.99 0.06

***

Record 5
21
Properties=species:S:1:pos:R:3:lowdin_charge:R:1 method="wB97M-V/def2-TZVPD" max_force_ha_per_bohr=0.0566 lumo_ev=1.032 energy_ev=-10430.9587 gap_ev=9.28 smiles="C[C@H]1C[C@@H]1/C=C/C=N/N" e_above_lowest_ev=2.518
C -2.96 1.37 -0.14 -0.08
C -1.95 0.34 0.40 -0.29
C -2.22 -1.11 0.63 -0.09
C -1.27 -0.75 -0.50 -0.22
C 0.21 -0.86 -0.33 -0.10
C 1.10 0.10 -0.13 -0.10
C 2.49 -0.23 0.01 -0.22
N 3.39 0.63 0.28 -0.06
N 4.68 0.15 0.20 -0.05
H -3.73 0.92 -0.75 0.06
H -2.63 2.23 -0.76 0.08
H -3.58 1.84 0.65 0.07
H -1.23 0.78 1.10 0.12
H -1.85 -1.49 1.63 0.12
H -3.19 -1.52 0.37 0.10
H -1.57 -0.84 -1.52 0.13
H 0.51 -1.91 -0.30 0.11
H 0.76 1.13 -0.09 0.12
H 2.75 -1.27 -0.29 0.13
H 5.37 0.93 0.21 0.09
H 4.91 -0.42 -0.67 0.10

***

Record 6
21
Properties=species:S:1:pos:R:3:lowdin_charge:R:1 method="wB97M-V/def2-TZVPD" max_force_ha_per_bohr=0.1993 lumo_ev=0.632 energy_ev=-10423.8871 gap_ev=9.23 e_above_lowest_ev=9.590
C 2.26 -1.55 -1.15 -0.17
C 2.23 -0.38 -0.06 -0.21
C -0.43 0.49 -1.32 -0.18
C -1.01 1.08 -0.03 -0.14
C -1.73 0.06 0.98 -0.33
C -0.84 -0.84 1.87 -0.09
C -2.98 0.65 1.48 0.04
H 2.35 -2.81 -0.60 0.13
H 1.25 -1.18 -1.86 0.09
H 3.29 -1.66 -1.90 0.11
H 3.10 -0.58 0.64 0.11
H -1.23 0.28 -2.05 0.12
H -1.52 2.08 -0.36 0.15
H -0.08 1.18 0.45 0.04
H -0.11 -0.18 2.19 0.04
H -1.41 -1.37 2.70 0.07
H -0.87 -1.72 1.05 0.13
H -3.60 1.27 0.97 -0.03
H -3.14 0.18 2.92 0.18
N 1.64 0.71 -0.46 0.01
N 0.78 0.36 -1.65 -0.05

***

Record 7
21
Properties=species:S:1:pos:R:3:lowdin_charge:R:1 method="wB97M-V/def2-TZVPD" max_force_ha_per_bohr=0.1309 lumo_ev=0.850 energy_ev=-10425.8619 gap_ev=9.12 e_above_lowest_ev=7.615
C 1.79 0.63 -0.73 -0.06
C 0.67 0.63 0.15 -0.62
C -0.62 0.86 -0.66 -0.19
C -2.15 0.45 -0.36 -0.01
C -1.20 -0.51 -1.10 -0.21
C -0.39 -1.45 -0.09 -0.28
C 0.66 -0.85 0.65 -0.28
H 2.78 0.36 -0.41 0.08
H 1.70 1.73 -1.32 0.15
H 1.38 -0.11 -1.61 0.16
H -0.05 1.06 2.35 0.19
H 1.58 1.99 1.52 0.14
H -0.34 1.52 -1.40 0.09
H -3.02 1.08 -0.52 0.07
H -2.05 -0.49 0.63 0.19
H -1.35 -1.12 -2.05 0.14
H -0.33 -2.45 -0.42 0.12
H -0.48 -2.21 1.89 0.16
H 1.47 -1.46 0.84 0.13
N 0.44 1.59 1.29 -0.01
N -0.50 -1.26 1.35 0.03

***

Record 8
21
Properties=species:S:1:pos:R:3:lowdin_charge:R:1 method="wB97M-V/def2-TZVPD" max_force_ha_per_bohr=0.0126 lumo_ev=0.710 energy_ev=-10428.6772 gap_ev=6.72 e_above_lowest_ev=4.800
C -1.19 -0.80 0.12 -0.25
C -0.03 -1.76 0.05 -0.14
C -1.90 -0.42 -1.15 -0.12
C 0.90 -0.62 -0.11 -0.25
N 1.44 -0.28 -1.26 0.20
N 2.03 1.43 0.71 0.05
C 1.02 0.41 1.02 -0.35
C -0.34 0.97 0.97 -0.23
C -0.97 2.05 1.17 0.01
H -1.81 -0.91 1.00 0.11
H 1.91 0.62 -1.28 0.11
H 1.35 -0.85 -2.09 0.13
H 1.62 2.34 0.90 0.07
H 2.86 1.32 1.28 0.08
H 0.14 -2.30 0.98 0.12
H 0.00 -2.46 -0.79 0.12
H 1.24 -0.12 1.96 0.15
H -1.20 -0.16 -1.94 0.06
H -2.54 -1.22 -1.54 0.07
H -2.52 0.46 -0.97 0.07
H -2.00 2.32 0.95 -0.01